(1)
Computed, not measured: C3H7NOS2 in the gas phase, with ωB97M-V with the def2-TZVPD basis set.

Geometry as XYZ:
```
14
Properties=species:S:1:pos:R:3:forces:R:3:lowdin_charge:R:1
C 2.0463 -0.6110 -0.2175 -1.84 0.79 2.89 -0.76
C -1.6784 1.0162 0.2448 0.50 -4.49 2.37 -0.14
C -0.9283 -0.1115 -0.4960 -0.98 0.44 -0.33 -0.58
N 2.8422 -1.6978 -0.1802 0.41 -2.20 -0.09 -0.05
O 1.5319 1.8552 0.5486 0.13 0.04 -0.34 -0.65
S 2.6411 0.9874 0.0520 -0.97 -1.31 -0.57 0.82
S 0.2352 -0.9891 0.4944 3.00 -0.75 -0.12 0.85
H -2.5897 0.6028 0.6732 -0.18 -0.26 0.03 0.07
H -1.1730 1.4054 1.0819 1.08 0.85 0.54 0.05
H -1.9803 1.6578 -0.4288 -1.29 3.85 -3.24 0.01
H -0.2997 0.2601 -1.2966 -0.39 0.25 -0.42 0.06
H -1.7167 -0.8131 -0.8837 1.13 0.41 0.08 0.08
H 3.8558 -1.6146 -0.1839 -0.42 0.38 -0.01 0.10
H 2.5537 -2.6620 0.1407 -0.16 1.99 -0.80 0.12
```
Positions in Å, forces in eV/Å.

- HOMO-LUMO gap (spin up / spin down) (eV) = 7.705 / 7.706
- spin multiplicity = 1
- E_LUMO (spin up / spin down) (Ha) = -0.005 / -0.005

=====

(2)
Computed, not measured: a molecular structure, C34H35CeCl4N4O3, with ωB97M-V with the def2-TZVPD basis set.

Geometry as XYZ:
```
81
Properties=species:S:1:pos:R:3:forces:R:3:lowdin_charge:R:1
Ce 0.5312 -0.6323 0.4171 -1.51 0.50 2.97 1.27
C -2.2839 -0.8214 3.0110 0.29 0.02 0.34 -0.19
C -2.8684 -0.8207 1.7418 -0.64 0.36 -0.35 -0.19
C -2.5818 0.4297 1.1319 0.12 -0.43 -0.96 -0.21
C -1.7413 1.1690 1.9857 -0.02 -0.68 0.30 -0.21
C -1.5826 0.3887 3.1552 0.41 0.36 -0.26 -0.20
H -2.3700 -1.5635 3.8073 0.07 0.03 -0.45 0.08
H -3.5541 -1.5527 1.3274 0.18 -0.03 0.09 0.07
H -3.0276 0.8036 0.2092 0.27 -0.28 0.19 0.04
H -1.3827 2.1636 1.7989 0.19 0.26 0.06 0.08
H -0.9923 0.6828 4.0017 0.19 0.02 0.31 0.08
Cl -0.2923 5.1353 -0.7299 -0.37 0.07 0.18 0.71
C -1.9637 4.7357 -0.3909 -0.14 -0.39 -0.59 -0.57
C -2.6261 5.3588 0.6377 -0.46 0.10 0.23 -0.12
C -3.9404 4.9971 0.9177 -0.37 -0.39 -0.08 -0.08
C -4.5620 3.9340 0.2493 0.57 0.85 0.14 -0.11
C -3.8935 3.3214 -0.7975 0.82 0.78 0.32 -0.61
Cl -4.6678 1.9702 -1.4802 -0.21 -0.66 -0.49 0.79
C -2.5927 3.7486 -1.1852 0.03 -0.62 0.20 -0.25
N -1.7900 3.1005 -2.1279 0.44 -0.35 -0.41 0.08
C -2.1044 2.5202 -3.3600 0.88 -0.20 -1.12 -0.18
C -3.2824 2.8378 -4.0534 -0.23 0.51 0.78 -0.10
C -3.6291 2.2012 -5.2243 0.48 -0.32 -0.30 -0.10
C -2.8073 1.2003 -5.7468 -0.76 0.12 -0.22 -0.11
C -1.6155 0.8967 -5.1278 0.67 0.15 0.36 -0.06
C -1.1554 1.6532 -4.0459 -1.03 0.10 1.66 -0.13
C 0.2307 1.4196 -3.4566 0.09 -0.39 0.11 -0.04
C 0.2113 0.6813 -2.1046 -0.19 -0.19 1.14 -0.57
O 0.0285 -0.5740 -2.0760 0.44 1.14 -0.02 -0.07
O 0.3807 1.3444 -0.9906 0.09 -0.89 -1.92 -0.16
H -2.1290 6.1123 1.2360 -0.01 -0.02 -0.13 0.11
H -4.4916 5.5371 1.6765 0.10 -0.13 0.15 0.10
H -5.5335 3.5427 0.5443 0.20 0.26 -0.06 0.10
H -0.8187 3.0200 -1.8173 -0.48 -0.14 -0.18 0.07
H -3.9597 3.5928 -3.6257 0.39 -0.41 -0.23 0.10
H -4.5446 2.4808 -5.7242 -0.08 -0.02 -0.06 0.10
H -3.0939 0.6662 -6.6454 -0.10 -0.04 0.12 0.09
H -1.0436 0.0171 -5.4557 0.05 0.69 -0.03 0.12
H 0.7586 2.3704 -3.2963 -0.15 -0.15 -0.12 0.12
H 0.8207 0.8005 -4.1692 -0.39 0.40 0.50 0.13
C 6.1432 0.0629 0.2825 -1.01 -0.90 -0.62 -0.01
C 4.9826 -0.9544 0.3020 0.11 0.99 -0.05 -0.25
C 4.8672 -2.2418 0.8192 -0.34 0.61 -0.92 0.02
C 3.5740 -2.6846 0.4889 -0.50 1.73 -0.69 -0.30
N 2.8930 -1.6664 -0.1311 0.56 -1.17 0.38 -0.01
N 3.7820 -0.6557 -0.2495 0.70 -0.74 0.51 0.04
C 2.9771 -4.0324 0.6937 -0.47 0.00 -0.67 -0.03
H 7.0300 -0.5179 0.5271 0.20 0.37 0.06 0.07
H 5.9822 0.8897 0.9814 0.01 -0.29 0.03 0.07
H 6.2508 0.4943 -0.7381 -0.01 -0.34 0.65 0.08
H 5.6367 -2.8202 1.2730 0.35 -0.18 0.29 0.10
H 3.5148 0.1882 -0.7266 0.00 0.16 0.22 0.16
H 3.4558 -4.7792 0.0170 -0.41 0.56 0.31 0.10
H 1.8799 -3.9779 0.4929 0.86 -0.21 0.33 0.06
H 3.1906 -4.3472 1.7047 -0.24 -0.18 0.36 0.07
Cl 3.3893 2.7726 2.3946 0.05 0.06 0.37 0.62
C 3.0885 1.5248 3.5812 -0.83 -1.28 -0.31 -0.61
C 3.7014 1.5068 4.8051 0.49 0.16 0.01 -0.16
C 3.5990 0.3830 5.6281 -0.82 -0.47 -0.34 -0.14
C 2.7944 -0.7207 5.2511 0.53 0.88 0.26 -0.14
C 2.0955 -0.6724 4.0741 0.41 0.86 -0.82 -0.58
Cl 1.1772 -2.0544 3.5421 -0.04 0.03 -0.25 0.73
C 2.2166 0.4368 3.1401 0.78 0.54 1.01 -0.48
N 1.6453 0.5215 1.9755 -1.65 -2.31 -3.11 -0.15
H 4.3118 2.3729 5.0827 -0.14 -0.41 0.05 0.10
H 4.0904 0.3759 6.5722 0.31 -0.03 0.56 0.07
H 2.7154 -1.6058 5.8754 0.05 0.16 0.02 0.09
C -2.3205 -3.4155 -1.1255 0.17 0.08 -0.09 -0.04
C -0.8937 -3.7154 -0.6335 -0.64 0.62 0.60 -0.68
C 0.0616 -3.9513 -1.8028 -0.25 -0.39 -0.28 -0.03
C -1.0783 -4.9459 0.2817 1.74 -0.83 -1.43 -0.04
O -0.4024 -2.6251 0.1218 0.94 0.94 0.16 -0.38
H -2.7335 -4.2732 -1.6569 0.02 -0.17 -0.01 0.08
H -2.3520 -2.5777 -1.8076 0.07 0.43 -0.10 0.08
H -2.9575 -3.2083 -0.2645 0.06 0.11 -0.07 0.07
H -0.3467 -4.7303 -2.4393 -0.07 -0.28 -0.24 0.08
H 1.0499 -4.2791 -1.4978 0.14 -0.08 0.32 0.06
H 0.2108 -3.0708 -2.4325 -0.29 0.14 0.31 0.08
H -1.3717 -5.8071 -0.3451 -0.20 0.28 0.17 0.08
H -1.7978 -4.8183 1.0626 -0.28 0.36 0.48 0.07
H -0.0924 -5.2490 0.6626 -0.25 0.19 0.40 0.07
```
Positions in Å, forces in eV/Å.

- HOMO-LUMO gap (eV) = 5.570
- spin multiplicity = 1
- E_LUMO (Ha) = 0.080
- net charge = -1

=====

(3)
Computed, not measured: 2 unconnected molecules or ions with the total composition C2H8, with ωB97M-V with the def2-TZVPD basis set.

Geometry as XYZ:
```
10
Properties=species:S:1:pos:R:3:forces:R:3:lowdin_charge:R:1
C -1.1208 -0.0529 -0.2745 -2.98 -0.86 -1.08 -0.13
H -1.2190 0.9937 0.0494 -0.05 -0.42 -0.17 0.06
H -2.0842 -0.4069 -0.6701 0.02 0.20 0.10 0.04
H -0.8250 -0.6760 0.5824 -1.28 0.00 -1.01 0.03
H -0.3541 -0.1231 -1.0602 -1.77 -0.41 0.23 0.02
C 1.1205 0.0529 0.2748 2.85 0.90 1.04 -0.13
H 0.3198 0.1032 1.0273 1.90 0.43 -0.18 0.01
H 1.3070 -0.9974 0.0065 -0.03 0.39 0.11 0.06
H 2.0397 0.4948 0.6870 0.00 -0.25 -0.11 0.04
H 0.8161 0.6118 -0.6225 1.34 0.03 1.06 0.02
```
Positions in Å, forces in eV/Å.

- structure (SMILES) = C.C
- HOMO-LUMO gap (eV) = 12.119
- spin multiplicity = 1
- E_LUMO (Ha) = 0.038

=====

(4)
Computed, not measured: a gas-phase ion, C4H5N2 (charge +1), with ωB97M-V with the def2-TZVPD basis set.

Geometry as XYZ:
```
11
Properties=species:S:1:pos:R:3:forces:R:3:lowdin_charge:R:1
C 0.8482 -0.6040 -1.1109 -1.40 0.28 0.38 0.21
N -0.0505 -0.1167 -0.3187 -0.49 -0.21 -0.46 0.00
C 0.2343 0.4634 0.9132 -0.31 0.56 1.21 -0.06
C -0.8807 0.8320 1.5777 1.38 -0.16 -0.15 -0.03
N -2.0266 0.5594 0.8453 -1.01 0.04 -0.03 0.12
C -1.8445 0.0433 -0.2327 1.60 -0.39 -0.52 0.11
H 1.9005 -0.5728 -0.8577 0.06 0.09 0.15 0.12
H 0.5452 -1.0654 -2.0418 -0.09 0.02 -0.04 0.12
H 1.2444 0.5794 1.2672 0.11 -0.07 -0.07 0.14
H -0.9794 1.2721 2.5545 0.16 0.06 0.01 0.13
H -2.4234 -0.3069 -1.0563 -0.03 -0.23 -0.48 0.13
```
Positions in Å, forces in eV/Å.

- structure (SMILES) = C=[N+]1C=CN=C1
- HOMO-LUMO gap (eV) = 8.818
- spin multiplicity = 1
- E_LUMO (Ha) = -0.226
- net charge = +1

=====

(5)
Computed, not measured: C7H13NO2 in the gas phase, with ωB97M-V with the def2-TZVPD basis set.

Geometry as XYZ:
```
23
Properties=species:S:1:pos:R:3:forces:R:3:lowdin_charge:R:1
C -1.1894 -0.8916 -0.2511 1.93 -2.10 0.49 -0.34
C 0.2057 -0.0763 -0.2174 -0.59 -0.61 -0.15 0.02
C -1.4456 -2.2264 -0.9731 1.29 1.68 -2.34 -0.03
C -1.6419 -1.1208 1.1848 1.03 0.46 0.90 -0.07
C 1.8502 1.6238 0.5398 2.46 0.15 0.47 -0.15
C 1.8299 3.1553 0.4118 -0.15 -1.04 1.46 -0.29
C 0.5401 0.9754 0.8096 0.53 -1.87 -4.20 -0.47
N -0.6543 -2.5933 -2.0382 -2.46 0.80 3.20 0.14
O 0.7611 3.6663 1.1181 -0.90 2.04 0.67 -0.10
O -0.1313 1.4370 1.7042 -1.86 -0.46 2.03 0.01
H -1.7288 -0.1765 -0.8061 -1.55 0.94 -0.78 0.13
H 0.8408 -0.0433 -1.1568 -0.91 -0.08 1.26 0.07
H -2.4063 -2.7784 -0.9602 0.60 0.57 0.65 0.14
H -1.2967 -2.0952 1.5961 -0.17 0.63 -0.41 0.10
H -2.6478 -0.9206 1.5196 -0.56 -0.12 -0.56 0.08
H -1.0394 -0.3304 1.6085 -0.38 -0.24 1.35 0.04
H 2.5397 1.4787 1.4129 -0.58 -0.69 -0.77 0.14
H 2.2985 1.3065 -0.4129 0.17 -0.55 0.66 0.10
H 1.6564 3.2715 -0.6414 0.38 1.15 -0.67 0.10
H 2.8168 3.5580 0.8488 -1.29 -0.30 -1.23 0.14
H 0.2162 -2.1100 -1.9857 1.09 -0.35 -0.67 0.09
H 0.2053 3.0182 1.6247 1.08 0.07 -0.72 0.06
H -0.8787 -3.5086 -2.3826 0.84 -0.07 -0.65 0.11
```
Positions in Å, forces in eV/Å.

- HOMO-LUMO gap (spin up / spin down) (eV) = 7.149 / 5.147
- spin multiplicity = 1
- E_LUMO (spin up / spin down) (Ha) = -0.014 / -0.055

=====

(6)
Computed, not measured: C19H27ClN2O5S in the gas phase, with ωB97M-V with the def2-TZVPD basis set.

Geometry as XYZ:
```
55
Properties=species:S:1:pos:R:3:forces:R:3:lowdin_charge:R:1
C -0.2700 -5.3131 -1.1707 0.31 0.33 0.08 -0.06
C 0.7944 -4.2447 -1.3606 -0.17 -0.23 -0.38 -0.24
O 1.1166 -3.7347 -0.0766 0.06 0.10 0.22 -0.07
C 1.9491 -2.6871 0.0229 0.13 0.21 0.15 -0.29
C 2.6792 -2.1334 -1.0283 -0.10 -0.10 0.01 0.01
C 3.4834 -1.0261 -0.8185 0.10 -0.09 0.01 -0.06
C 3.5656 -0.4616 0.4373 0.44 0.59 0.09 -0.27
S 4.4324 1.0914 0.6641 -0.02 0.20 -0.04 0.68
O 5.4677 1.1880 -0.3216 -0.23 -0.16 -0.24 -0.28
O 4.7672 1.2250 2.0507 -0.32 -0.18 0.10 -0.28
N 3.3406 2.3000 0.3247 0.83 -0.57 0.25 -0.23
C 2.2662 2.5227 1.2564 -0.42 -0.17 0.52 -0.18
C 1.0005 1.7429 0.8901 0.09 0.27 -0.05 -0.11
C 0.5822 2.0239 -0.5615 0.12 -0.49 -0.05 -0.22
C -0.5399 1.0439 -0.9012 0.19 0.65 0.01 -0.47
O -0.3271 -0.0890 -1.2784 0.12 -0.41 -0.07 0.08
N -1.7838 1.5427 -0.7234 -0.49 0.21 0.19 0.08
C -2.9759 0.7398 -0.8508 -0.25 -0.46 0.17 -0.12
C -3.6016 0.4097 0.5170 0.48 0.21 -0.17 -0.31
C -4.1100 1.6654 1.2547 -0.02 -0.21 0.03 -0.13
C -5.5011 1.2509 1.7353 0.01 -0.18 -0.17 -0.15
C -5.9006 0.2499 0.6538 -0.28 0.19 0.12 -0.20
O -4.7146 -0.4537 0.3466 0.09 -0.11 -0.11 -0.10
C 1.7613 1.7934 -1.5098 -0.04 0.18 0.11 -0.12
C 3.0040 2.5573 -1.0526 -0.06 -0.11 -0.66 -0.18
C 2.8919 -1.0162 1.5110 -0.02 -0.21 0.01 -0.10
C 2.0951 -2.1237 1.3040 0.03 0.03 -0.22 -0.57
Cl 1.2281 -2.8237 2.6145 -0.09 -0.04 0.24 0.74
H -1.1527 -4.8776 -0.7114 -0.11 0.01 0.02 0.08
H 0.1055 -6.1007 -0.5230 0.01 -0.10 0.03 0.08
H -0.5405 -5.7394 -2.1323 -0.03 -0.05 -0.10 0.08
H 0.4160 -3.4320 -1.9930 0.10 -0.05 0.06 0.13
H 1.6898 -4.6780 -1.8266 -0.07 0.12 0.04 0.13
H 2.6107 -2.5556 -2.0171 -0.03 -0.06 -0.09 0.11
H 4.0567 -0.5949 -1.6239 0.02 0.01 -0.16 0.12
H 2.0479 3.5976 1.2694 0.07 -0.05 0.04 0.13
H 2.6370 2.2303 2.2389 -0.18 0.18 0.07 0.12
H 1.1824 0.6727 0.9956 -0.09 0.04 0.01 0.10
H 0.1945 2.0205 1.5731 -0.01 -0.04 0.05 0.12
H 0.2296 3.0571 -0.6486 -0.04 0.00 0.01 0.15
H -1.8919 2.4688 -0.3414 0.18 -0.03 -0.08 0.14
H -3.7095 1.2613 -1.4736 -0.01 -0.07 0.02 0.13
H -2.6878 -0.1912 -1.3423 -0.07 0.14 -0.01 0.13
H -2.8575 -0.1334 1.1137 -0.04 0.10 -0.07 0.15
H -3.4538 1.9532 2.0731 0.03 0.07 -0.01 0.11
H -4.1925 2.5018 0.5576 0.02 0.08 -0.02 0.11
H -6.1930 2.0860 1.8123 -0.04 0.03 0.05 0.11
H -5.4365 0.7478 2.7000 -0.04 0.00 0.03 0.12
H -6.6424 -0.4800 0.9791 -0.01 0.07 -0.04 0.12
H -6.2794 0.7725 -0.2375 -0.02 -0.04 0.08 0.12
H 1.9624 0.7224 -1.5397 -0.08 0.11 -0.07 0.09
H 1.4895 2.1143 -2.5171 0.02 -0.05 -0.06 0.13
H 2.8378 3.6362 -1.1609 0.09 -0.04 0.02 0.13
H 3.8763 2.2793 -1.6439 -0.11 0.19 -0.15 0.11
H 3.0003 -0.5787 2.4905 -0.07 -0.02 0.16 0.12
```
Positions in Å, forces in eV/Å.

- structure (SMILES) = CCOc1ccc(S(=O)(=O)N2CCC(C(=O)NC[C@H]3CCCO3)CC2)cc1Cl
- HOMO-LUMO gap (eV) = 9.184
- spin multiplicity = 1
- E_LUMO (Ha) = 0.017

=====

Sequential max |F| output: 5.195 4.212 3.287 1.731 4.629 1.041 eV/A